ORCA calculation (the ωB97M-V functional and the def2-TZVPD basis) on a cluster of 2 separate species, C54H62F3N4 in total.

Geometry as XYZ:
```
123
Properties=species:S:1:pos:R:3:lowdin_charge:R:1
C 2.910 -2.239 -4.377 -0.063
C 3.201 -1.671 -2.988 -0.379
C 4.585 -1.051 -2.873 -0.063
C 3.009 -2.675 -1.853 -0.127
C 3.439 -3.990 -1.974 -0.018
C 3.323 -4.870 -0.894 -0.042
C 2.832 -4.418 0.327 -0.023
C 2.468 -3.079 0.498 -0.112
C 2.179 -2.562 1.914 -0.372
C 3.433 -2.614 2.788 -0.057
C 1.017 -3.308 2.570 -0.059
C 2.483 -2.241 -0.628 -0.086
N 2.095 -0.858 -0.530 0.020
N 3.078 0.065 -0.546 0.193
N 2.510 1.205 -0.113 0.052
C 3.332 2.288 0.365 -0.090
C 4.238 2.923 -0.503 -0.119
C 4.587 2.359 -1.875 -0.391
C 6.073 2.520 -2.212 -0.058
C 3.714 2.949 -2.974 -0.051
C 4.802 4.135 -0.093 -0.018
C 4.528 4.659 1.168 -0.042
C 3.751 3.939 2.072 -0.015
C 3.234 2.692 1.715 -0.121
C 2.734 1.750 2.812 -0.371
C 1.912 2.475 3.874 -0.062
C 3.901 0.983 3.428 -0.046
C 1.168 1.001 0.197 -0.116
C 0.337 2.118 0.611 -0.131
C -0.586 2.031 1.684 -0.015
C -1.497 3.051 1.925 0.004
C -1.522 4.149 1.070 -0.118
C -2.683 5.101 1.118 -0.510
F -2.517 6.172 0.287 0.119
F -3.835 4.456 0.719 0.111
F -2.921 5.591 2.372 0.125
C -0.518 4.352 0.135 0.010
C 0.431 3.363 -0.065 0.019
C 0.877 -0.321 -0.067 -0.197
C -0.343 -1.026 0.076 -0.006
H 1.895 -2.652 -4.401 0.085
H 2.968 -1.441 -5.127 0.084
H 3.621 -3.027 -4.646 0.075
H 2.472 -0.868 -2.821 0.124
H 4.662 -0.570 -1.892 0.049
H 5.369 -1.819 -2.921 0.097
H 4.767 -0.301 -3.654 0.085
H 3.899 -4.320 -2.907 0.117
H 3.655 -5.902 -1.000 0.113
H 2.782 -5.082 1.192 0.117
H 1.887 -1.510 1.821 0.108
H 4.250 -2.047 2.324 0.082
H 3.229 -2.177 3.774 0.076
H 3.768 -3.651 2.924 0.085
H 0.103 -3.181 1.979 0.067
H 1.244 -4.379 2.648 0.079
H 0.836 -2.909 3.576 0.084
H 4.368 1.289 -1.809 0.070
H 6.704 2.134 -1.404 0.093
H 6.316 1.969 -3.128 0.081
H 6.320 3.577 -2.377 0.077
H 2.655 2.737 -2.785 0.071
H 3.850 4.039 -3.024 0.090
H 3.985 2.516 -3.945 0.083
H 5.465 4.669 -0.779 0.117
H 4.946 5.622 1.460 0.114
H 3.574 4.331 3.076 0.117
H 2.077 1.014 2.335 0.106
H 1.127 3.083 3.412 0.074
H 1.429 1.744 4.534 0.088
H 2.554 3.122 4.487 0.081
H 4.483 0.473 2.648 0.082
H 4.572 1.675 3.956 0.093
H 3.542 0.228 4.140 0.078
H -0.580 1.125 2.299 0.110
H -2.207 2.987 2.750 0.119
H -0.481 5.267 -0.449 0.129
H 1.228 3.528 -0.790 0.117
H -0.864 -0.825 1.009 0.018
H -0.466 -1.963 -0.463 0.078
C -4.722 0.619 -2.403 -0.028
C -4.097 -0.547 -3.160 -0.535
C -4.955 -0.803 -4.408 -0.052
C -2.657 -0.264 -3.575 -0.021
C -4.120 -1.759 -2.246 -0.095
N -4.956 -2.780 -2.516 0.173
C -5.022 -3.676 -1.458 -0.183
C -4.166 -3.207 -0.445 -0.117
C -4.214 -3.814 0.807 -0.009
C -5.140 -4.845 1.019 -0.066
C -6.013 -5.274 0.004 -0.068
C -5.965 -4.678 -1.262 -0.005
C -3.576 -1.960 -0.935 -0.086
C -2.828 -1.060 -0.118 0.042
C -3.469 -0.580 1.099 -0.181
C -4.865 -0.268 1.110 -0.002
C -5.430 0.535 2.095 -0.017
C -4.653 1.002 3.165 -0.266
C -5.250 1.874 4.223 -0.044
C -3.315 0.600 3.238 -0.055
C -2.779 -0.286 2.307 -0.041
H -4.133 0.916 -1.532 0.083
H -4.845 1.489 -3.061 0.101
H -5.719 0.337 -2.036 0.097
H -4.582 -1.648 -5.001 0.096
H -6.012 -0.963 -4.153 0.093
H -4.913 0.085 -5.052 0.099
H -2.238 -1.147 -4.072 0.098
H -2.628 0.573 -4.287 0.099
H -2.016 -0.021 -2.719 0.077
H -5.517 -2.881 -3.356 0.161
H -3.541 -3.473 1.595 0.117
H -5.181 -5.330 1.992 0.107
H -6.736 -6.065 0.212 0.110
H -6.653 -4.936 -2.065 0.115
H -2.099 -0.401 -0.620 0.078
H -5.501 -0.622 0.294 0.118
H -6.479 0.837 2.016 0.126
H -4.479 2.406 4.791 0.081
H -5.926 2.617 3.781 0.088
H -5.836 1.292 4.947 0.094
H -2.703 0.982 4.061 0.123
H -1.834 -0.790 2.543 0.108
```

Summary:
- ΔE to the lowest compared entry with this formula, charge and spin: 168.9 kJ/mol
- Orbital gap: 5.082 eV
- Net charge: +1



ORCA calculation (the ωB97M-V functional and the def2-TZVPD basis) on a cluster of 5 separate species, C23H33IN5O11PSi in total.

Geometry as XYZ:
```
75
Properties=species:S:1:pos:R:3:lowdin_charge:R:1
C -0.218 2.187 -2.455 -0.083
C 0.949 1.229 -2.746 -0.249
N 0.511 -0.158 -3.005 -0.014
C -0.509 -0.634 -2.121 -0.269
C -1.807 -0.592 -2.588 0.049
C -2.848 -0.999 -1.775 -0.076
C -2.555 -1.445 -0.495 -0.087
C -1.263 -1.520 -0.037 -0.015
C -0.199 -1.107 -0.842 -0.141
Si 1.529 -1.204 -0.072 0.579
C 1.500 -2.724 1.090 -0.176
C 2.933 -1.513 -1.296 -0.185
C 1.973 0.261 1.016 -0.158
C -3.686 -1.863 0.425 -0.260
O -3.403 -2.394 1.482 0.055
C -5.094 -1.610 -0.046 -0.086
C -5.367 -1.178 -1.341 -0.077
C -6.645 -0.974 -1.811 -0.003
C -7.741 -1.189 -1.003 -0.034
C -7.486 -1.586 0.297 -0.135
C -6.209 -1.795 0.786 -0.346
P -6.034 -2.336 2.576 0.563
O -6.263 -0.930 3.438 -0.375
I -8.019 -3.785 2.969 0.349
C -4.238 -0.904 -2.322 -0.236
O -4.464 -0.599 -3.482 0.078
H 0.234 3.181 -2.325 0.073
H -0.719 1.961 -1.507 0.075
H -0.924 2.214 -3.292 0.078
H 1.384 1.593 -3.689 0.113
H 1.725 1.271 -1.966 0.077
H 1.286 -0.800 -3.083 0.083
H -2.034 -0.233 -3.589 0.133
H -1.114 -1.903 0.971 0.116
H 0.748 -3.466 0.799 0.030
H 2.494 -3.190 1.050 0.025
H 1.330 -2.361 2.113 0.032
H 3.232 -0.590 -1.817 0.029
H 3.820 -1.883 -0.763 0.035
H 2.687 -2.269 -2.055 0.036
H 2.818 -0.021 1.660 0.010
H 2.304 1.143 0.451 -0.003
H 1.163 0.544 1.703 0.048
H -6.835 -0.665 -2.836 0.122
H -8.757 -1.059 -1.362 0.119
H -8.350 -1.734 0.943 0.049
H -6.051 -0.164 2.886 0.051
C -5.809 0.915 -5.893 0.042
N -7.075 1.685 -6.037 -0.457
O -7.922 1.242 -6.785 0.061
O -7.172 2.706 -5.390 0.058
H -5.865 0.035 -6.523 0.098
H -4.995 1.564 -6.204 0.103
H -5.710 0.637 -4.849 0.062
C 4.092 4.612 0.772 0.051
N 3.988 3.522 -0.234 -0.433
O 4.976 3.257 -0.883 0.080
O 2.911 2.969 -0.333 0.030
H 5.100 5.008 0.750 0.094
H 3.367 5.375 0.503 0.100
H 3.864 4.180 1.743 0.103
C 5.236 -0.975 4.601 0.053
N 4.576 0.083 3.790 -0.447
O 3.395 0.287 3.981 0.056
O 5.269 0.672 2.987 0.058
H 4.501 -1.411 5.268 0.097
H 5.624 -1.720 3.912 0.103
H 6.038 -0.503 5.163 0.068
C 10.082 0.556 5.372 0.047
N 8.647 0.518 5.763 -0.451
O 7.920 1.377 5.313 0.071
O 8.308 -0.378 6.511 0.058
H 10.237 1.400 4.709 0.095
H 10.666 0.663 6.282 0.101
H 10.308 -0.380 4.869 0.101
```

Summary:
- Orbital gap: 6.914 eV
- SMILES: CCNc1cc2c(cc1[Si](C)(C)C)C(=O)c1c(cccc1P(O)I)C2=O.C[N+](=O)[O-].C[N+](=O)[O-].C[N+](=O)[O-].C[N+](=O)[O-]



ORCA calculation (the ωB97M-V functional and the def2-TZVPD basis) on a cluster of 2 separate species, C3H11N3 in total.

Geometry as XYZ:
```
17
Properties=species:S:1:pos:R:3:lowdin_spin:R:1
C 2.044 0.629 -1.271 0.069
C 2.448 -1.647 -1.597 0.402
N 1.557 -0.718 -1.214 0.352
H 2.978 0.702 -1.852 0.008
H 2.301 0.962 -0.242 0.038
H 1.293 1.338 -1.629 0.001
H 2.346 -2.670 -1.257 0.060
H 3.226 -1.418 -2.338 0.062
N -0.947 0.108 1.572 0.001
C -2.094 0.309 0.731 0.003
N -3.368 0.298 1.416 0.000
H -0.820 0.635 2.424 0.001
H -0.075 0.000 1.070 0.000
H -2.038 1.219 0.105 0.001
H -2.066 -0.443 -0.041 0.001
H -3.345 -0.435 2.124 0.000
H -3.441 1.130 2.000 0.000
```

Summary:
- ΔE to the lowest compared entry with this formula, charge and spin: 98.8 kJ/mol
- Orbital gap (spin up / spin down): 3.027 / 6.644 eV
- Spin multiplicity: 2
- Net charge: -1
- ⟨S²⟩: 0.75



ORCA calculation (the ωB97M-V functional and the def2-TZVPD basis) on a cluster of 2 separate species, C3H9N in total.

Geometry as XYZ:
```
13
Properties=species:S:1:pos:R:3:lowdin_charge:R:1
C 1.365 -2.059 1.241 -0.059
H 0.597 -1.264 1.290 0.003
H 2.360 -1.694 1.727 0.056
H 1.114 -2.907 1.905 0.018
H 1.555 -2.397 0.252 -0.006
C -1.860 1.713 -0.205 -0.034
C -0.776 1.709 -1.014 -0.293
N 0.210 0.724 -1.055 0.023
H -1.784 1.135 0.711 0.042
H -2.723 2.177 -0.590 0.020
H -0.700 2.409 -1.833 0.093
H 0.135 -0.053 -0.421 0.046
H 0.506 0.507 -2.009 0.091
```

Summary:
- ΔE to the lowest compared entry with this formula, charge and spin: 134.3 kJ/mol
- Orbital gap: 8.990 eV
- SMILES: C=CN.C



ORCA calculation (the ωB97M-V functional and the def2-TZVPD basis) on a structure of composition C32H51AsBN6S4Sc.

Geometry as XYZ:
```
96
Properties=species:S:1:pos:R:3:lowdin_charge:R:1
Sc -0.289 -0.178 0.048 0.634
C -0.974 -4.212 0.038 -0.083
C 0.440 -3.775 0.113 -0.353
C 1.547 -4.577 0.422 0.004
C 2.638 -3.744 0.302 -0.285
C 4.063 -4.085 0.567 -0.035
N 2.190 -2.525 -0.068 0.028
N 0.843 -2.538 -0.160 0.048
B 3.047 -1.317 -0.470 -0.536
N 3.076 -0.315 0.682 0.018
N 1.942 0.230 1.168 0.053
C 2.269 0.876 2.283 -0.364
C 1.284 1.591 3.128 -0.074
C 3.642 0.759 2.515 0.006
C 4.121 -0.008 1.475 -0.281
C 5.532 -0.416 1.223 -0.026
N 2.456 -0.688 -1.746 0.033
N 1.129 -0.520 -1.933 0.057
C 0.934 -0.315 -3.232 -0.342
C -0.413 -0.215 -3.852 -0.034
C 2.167 -0.305 -3.897 -0.003
C 3.107 -0.549 -2.917 -0.285
C 4.587 -0.638 -3.065 -0.030
H -1.038 -5.212 -0.393 0.071
H -1.534 -3.513 -0.581 -0.016
H -1.421 -4.239 1.032 0.060
H 1.548 -5.612 0.704 0.097
H 4.130 -5.128 0.872 0.072
H 4.456 -3.458 1.365 0.068
H 4.684 -3.938 -0.316 0.071
H 4.151 -1.678 -0.702 0.108
H 0.368 1.727 2.551 0.024
H 1.689 2.555 3.436 0.081
H 1.056 1.005 4.019 0.075
H 4.205 1.172 3.328 0.100
H 6.178 0.080 1.944 0.074
H 5.848 -0.140 0.219 0.071
H 5.653 -1.493 1.331 0.063
H -1.178 -0.383 -3.095 0.002
H -0.515 -0.974 -4.629 0.082
H -0.563 0.760 -4.312 0.075
H 2.346 -0.137 -4.941 0.102
H 4.869 -0.336 -4.071 0.073
H 4.933 -1.657 -2.896 0.075
H 5.079 0.015 -2.347 0.074
C -0.703 2.363 -1.284 -0.119
C -1.938 2.548 -0.581 -0.170
C -1.602 3.171 0.660 -0.153
C -0.217 3.412 0.647 -0.080
C 0.353 2.975 -0.556 -0.238
C 1.654 3.512 -1.137 -0.537
C 1.644 5.036 -0.916 -0.062
C 1.756 3.280 -2.650 -0.054
C 2.908 2.922 -0.480 -0.044
C -2.440 3.406 1.913 -0.518
C -3.588 4.412 1.731 -0.063
C -2.961 2.053 2.407 -0.066
C -1.592 3.996 3.054 -0.075
C -3.252 2.607 -1.375 -0.513
C -3.175 1.832 -2.702 -0.094
C -4.510 2.067 -0.691 -0.074
C -3.456 4.088 -1.768 -0.050
H -0.634 2.149 -2.340 0.071
H 0.341 3.901 1.432 0.092
H 0.749 5.456 -1.368 0.085
H 2.521 5.515 -1.356 0.069
H 1.624 5.258 0.146 0.069
H 0.932 3.768 -3.163 0.081
H 1.743 2.222 -2.893 0.059
H 2.687 3.700 -3.039 0.076
H 2.865 3.047 0.599 0.077
H 3.811 3.418 -0.849 0.075
H 2.989 1.860 -0.704 0.064
H -4.244 4.151 0.912 0.041
H -3.178 5.407 1.544 0.078
H -4.197 4.460 2.637 0.077
H -3.658 1.592 1.715 0.056
H -3.459 2.140 3.374 0.083
H -2.116 1.370 2.522 0.019
H -1.202 4.976 2.785 0.077
H -0.766 3.342 3.305 0.052
H -2.210 4.108 3.948 0.077
H -2.968 0.783 -2.506 -0.007
H -2.421 2.243 -3.373 0.064
H -4.139 1.896 -3.214 0.079
H -4.408 1.002 -0.501 0.003
H -5.372 2.200 -1.348 0.079
H -4.741 2.554 0.245 0.048
H -2.640 4.407 -2.416 0.078
H -3.456 4.736 -0.899 0.056
H -4.396 4.214 -2.306 0.072
S -5.526 -1.208 0.964 -0.318
As -3.598 -2.060 0.808 -0.013
S -0.555 -1.196 2.446 -0.072
S -2.432 -1.051 -0.849 -0.003
S -2.569 -1.317 2.783 -0.191
```

Summary:
- ΔE to the lowest compared entry with this formula, charge and spin: 35.4 kJ/mol
- Orbital gap: 4.506 eV
- Net charge: -2



ORCA calculation (the ωB97M-V functional and the def2-TZVPD basis) on a structure of composition C8H18F6O8V.

Geometry as XYZ:
```
41
Properties=species:S:1:pos:R:3:lowdin_spin:R:1
O 2.034 0.912 -0.524 -0.432
V 0.487 0.397 -0.820 1.369
C 1.932 -2.284 -2.725 0.001
O 2.978 -2.610 -1.763 0.001
O 1.155 -1.257 -2.208 0.029
C 2.579 -2.322 -4.132 0.001
F 3.549 -3.210 -4.119 0.000
F 1.671 -2.712 -5.068 0.000
F 3.109 -1.139 -4.508 0.000
C 2.614 -3.276 -0.561 0.000
C 3.810 -3.692 0.260 0.000
H 3.530 -3.700 1.313 0.000
H 4.277 -4.629 -0.042 0.000
H 4.628 -2.977 0.341 0.000
H 1.791 -3.987 -0.496 0.000
H 2.158 -2.491 0.041 0.000
H 1.273 -3.152 -2.753 0.000
C -1.732 2.590 1.078 0.001
O -1.788 2.333 2.510 0.000
O -0.579 1.873 0.634 0.016
C -3.139 2.534 0.362 0.000
F -3.619 1.314 0.682 0.000
F -4.076 3.424 0.735 0.000
F -2.969 2.521 -0.982 0.000
C -2.520 3.280 3.301 0.000
C -3.224 2.653 4.591 0.000
H -2.404 2.346 5.240 0.000
H -3.866 3.341 5.141 0.000
H -3.865 1.840 4.250 0.000
H -3.218 3.922 2.765 0.000
H -1.767 4.007 3.607 0.000
H -1.360 3.598 0.895 0.000
O -1.472 -0.595 -1.025 0.003
H -1.402 -1.510 -1.296 0.000
H -2.413 -0.432 -0.970 0.000
O 0.848 -0.770 1.138 0.002
H 1.326 -1.409 1.666 0.000
H 0.292 -0.307 1.765 0.000
O -0.165 1.563 -2.523 0.007
H -0.484 2.445 -2.335 0.001
H 0.019 1.569 -3.462 0.001
```

Summary:
- ΔE to the lowest compared entry with this formula, charge and spin: 182.7 kJ/mol
- Orbital gap (spin up / spin down): 8.052 / 8.824 eV
- Spin multiplicity: 2
- ⟨S²⟩: 0.87



ORCA calculation (the ωB97M-V functional and the def2-TZVPD basis) on a cluster of 4 separate species, C13H30N5O4PS in total.

Geometry as XYZ:
```
54
Properties=species:S:1:pos:R:3:lowdin_charge:R:1
P 1.805 -1.012 0.700 0.631
C 1.787 0.702 1.612 -0.485
C 1.538 1.975 0.610 -0.547
S -0.120 2.002 -0.256 0.833
C -1.479 1.211 0.757 -0.454
N -2.242 1.651 1.986 -0.017
N -3.156 0.657 2.304 -0.047
C -3.090 -0.493 1.320 0.013
O -2.045 -0.117 0.350 -0.191
H 0.464 -0.814 0.205 -0.046
H 2.913 -0.602 -0.167 -0.001
H 2.060 -1.611 2.009 -0.026
H 1.767 -2.344 0.099 -0.112
H 1.091 0.718 2.553 0.082
H 2.898 0.825 2.031 0.080
H 1.734 2.991 1.203 0.092
H 2.380 1.914 -0.232 0.059
H -3.694 -1.498 1.276 0.107
C 4.767 3.122 0.132 -0.314
O 4.262 2.422 -0.737 -0.022
N 5.618 4.184 -0.091 -0.204
C 6.174 4.964 0.994 -0.063
C 5.969 4.531 -1.453 -0.047
H 4.568 2.946 1.202 0.130
H 5.864 6.006 0.876 0.091
H 7.266 4.898 0.954 0.090
H 5.828 4.594 1.963 0.086
H 5.055 4.773 -2.005 0.095
H 6.450 3.670 -1.927 0.095
H 6.647 5.388 -1.471 0.089
C -3.375 -1.076 -3.535 -0.323
O -3.927 -1.738 -4.404 -0.001
N -3.025 0.253 -3.644 -0.204
C -2.372 0.967 -2.566 -0.092
C -3.317 0.959 -4.874 -0.053
H -3.107 -1.514 -2.560 0.131
H -3.002 1.810 -2.269 0.098
H -1.406 1.336 -2.921 0.074
H -2.213 0.316 -1.702 0.045
H -4.396 0.930 -5.054 0.092
H -2.808 0.457 -5.703 0.092
H -2.983 1.998 -4.812 0.086
C -4.002 -3.978 2.376 -0.300
O -4.350 -3.281 1.431 -0.026
N -3.182 -5.083 2.295 -0.203
C -2.817 -5.856 3.464 -0.062
C -2.669 -5.486 1.002 -0.043
H -4.335 -3.761 3.404 0.138
H -1.729 -5.841 3.571 0.091
H -3.160 -6.886 3.328 0.091
H -3.273 -5.442 4.368 0.087
H -2.086 -4.662 0.578 0.094
H -3.510 -5.701 0.336 0.097
H -2.037 -6.373 1.096 0.090
```

Summary:
- Orbital gap: 8.296 eV
- SMILES: [PH4]CCSc1nnco1.CN(C)C=O.CN(C)C=O.CN(C)C=O



ORCA calculation (the ωB97M-V functional and the def2-TZVPD basis) on a cluster of 2 separate species, C4H15N4 in total.

Geometry as XYZ:
```
23
Properties=species:S:1:pos:R:3:lowdin_charge:R:1
C -0.750 2.817 0.726 -0.287
N 0.051 3.882 0.125 -0.002
C -0.253 1.475 0.154 -0.183
N -1.108 0.333 0.577 0.125
H -1.862 2.973 0.542 0.128
H -0.678 2.806 1.832 0.121
H -0.304 4.062 -0.814 0.083
H 0.084 4.750 0.649 0.082
H 0.791 1.369 0.392 0.121
H -0.357 1.512 -0.928 0.126
H -0.695 -0.670 0.298 0.069
H -1.109 0.379 1.632 0.178
H -2.060 0.339 0.257 0.147
C -0.384 -2.898 -1.263 -0.095
N 2.209 -2.771 -0.084 0.111
C 1.123 -2.036 0.377 -0.237
N -0.074 -2.002 -0.142 -0.095
H -1.392 -2.724 -1.653 0.081
H -0.201 -3.936 -0.913 0.100
H 0.303 -2.700 -2.102 0.083
H 2.188 -3.270 -0.986 0.107
H 3.102 -2.310 0.115 0.111
H 1.376 -1.380 1.211 0.127
```

Summary:
- ΔE to the lowest compared entry with this formula, charge and spin: 133.5 kJ/mol
- Orbital gap: 10.086 eV
- Net charge: +1



What is the formula in the eighth record? C4H15N4